i | A 2-piece molecular cluster, C5H7N2O2 overall. Source: the OMol25 dataset; level of theory: wB97M-V/def2-TZVPD.

CARTESIAN COORDINATES (ANGSTROEM)
C: 0.7289 1.5729 -1.7050
C: 0.0153 1.4416 -0.5666
C: -0.4368 -0.3769 -1.4459
C: 0.1169 0.4767 3.1641
C: -0.8513 -1.7600 -1.4945
N: 0.4410 0.2746 -2.2720
N: -0.7506 0.3728 -0.3808
O: 0.1697 0.7531 4.4308
O: 0.9801 0.4206 2.3454
H: 1.5738 2.1906 -2.1288
H: -0.9782 0.0118 2.9912
H: -0.5667 -2.1090 -0.5744
H: -1.9287 -2.0427 -1.7767
H: -0.3741 -2.3181 -2.2714
H: 0.8403 -0.1057 -3.0469
H: 1.0204 1.1979 4.7314

## Properties
* HOMO (alpha / beta): -13.600 / -13.604 eV
* Kohn-Sham gap (alpha / beta): 7.63 / 5.21 eV
* net charge: +1

So, what does the natural (NBO) scheme give us? The charges, in e, come out as: number 1, C, carries 0.0426; number 2, C, carries 0.4469; number 3, C, carries 0.5790; number 4, C, carries 0.6715; number 5, C, carries -0.7077; number 6, N, carries -0.5237; number 7, N, carries -0.4300; number 8, O, carries -0.6583; number 9, O, carries -0.6133; number 10, H, carries 0.2952; number 11, H, carries 0.0968; number 12, H, carries 0.2849; number 13, H, carries 0.3152; number 14, H, carries 0.2557; number 15, H, carries 0.4380; number 16, H, carries 0.5072

***

ii | A 2-piece molecular cluster, C5H7N2O2 overall. Source: the OMol25 dataset; level of theory: wB97M-V/def2-TZVPD.

CARTESIAN COORDINATES (ANGSTROEM)
C: -0.8807 -1.1212 -0.5231
C: 1.5682 -0.6027 -2.9095
C: -1.3889 -0.2947 0.6223
C: -0.4443 0.4029 1.6188
C: 0.7812 1.0838 1.2000
N: 1.5837 1.4187 -0.9536
N: 1.2691 1.1810 0.1068
O: 0.2482 -1.2176 -0.9050
O: 1.1342 -1.5748 -3.3269
H: -1.6848 -1.7217 -1.1447
H: 1.6793 0.6946 -1.7490
H: -1.9459 -1.1567 1.1304
H: -2.0842 0.5142 0.2745
H: -0.9326 1.2580 2.0076
H: -0.3090 -0.2199 2.4264
H: 1.4065 1.3560 2.1249

## Properties
* HOMO: -14.254 eV
* Kohn-Sham gap: 8.59 eV
* net charge: +1

So, what does the natural (NBO) scheme give us? The charges, in e, come out as: number 1, C, carries 0.4609; number 2, C, carries 0.5367; number 3, C, carries -0.5362; number 4, C, carries -0.4402; number 5, C, carries 0.0418; number 6, N, carries -0.1346; number 7, N, carries 0.1505; number 8, O, carries -0.5810; number 9, O, carries -0.3915; number 10, H, carries 0.1504; number 11, H, carries 0.3883; number 12, H, carries 0.2760; number 13, H, carries 0.2677; number 14, H, carries 0.2587; number 15, H, carries 0.2625; number 16, H, carries 0.2900

***

Of them, ii has the highest stability.

***

i | C45H44ClFN9O8PbS2 as an isolated structure. Source: the OMol25 dataset; level of theory: wB97M-V/def2-TZVPD.

CARTESIAN COORDINATES (ANGSTROEM)
Pb: 0.5620 2.1565 0.7041
N: 0.7941 6.5290 -1.9419
C: 1.3725 5.4679 -1.3156
S: 1.9800 4.2097 -2.4777
N: 1.4798 5.4606 -0.0485
N: 1.8559 4.3751 0.6777
C: 2.8537 4.4623 1.4562
C: 3.2068 3.3480 2.3491
C: 4.3440 3.4333 3.1261
C: 4.6760 2.3629 3.9477
C: 3.8664 1.2495 3.9515
C: 2.7381 1.2451 3.1408
N: 2.4152 2.2640 2.3626
H: 0.9327 6.6445 -2.9293
H: 0.5727 7.3381 -1.3844
H: 3.4770 5.3548 1.4721
H: 4.9637 4.3189 3.0830
H: 5.5620 2.4044 4.5667
H: 4.0907 0.3887 4.5637
H: 2.0787 0.3877 3.1116
C: -4.2559 3.8514 8.6195
C: -3.3644 3.5951 7.4341
C: -2.9934 2.3005 7.0826
C: -2.0980 2.0712 6.0491
C: -1.5806 3.1503 5.3487
C: -1.9568 4.4488 5.6635
C: -2.8531 4.6619 6.6965
S: -0.2932 2.8723 4.1638
O: 0.4199 1.7079 4.6309
O: 0.4347 4.1177 4.0716
N: -0.8965 2.4929 2.7242
C: -2.0523 3.0008 2.1581
C: -3.2867 3.2091 2.8109
C: -4.3725 3.6392 2.0876
C: -4.2620 3.8688 0.7185
C: -3.0338 3.6334 0.1482
N: -1.9644 3.2113 0.8318
H: -4.7740 2.9463 8.9329
H: -4.9986 4.6176 8.3958
H: -3.6628 4.2081 9.4637
H: -3.3989 1.4636 7.6386
H: -1.7802 1.0703 5.7898
H: -1.5336 5.2713 5.1028
H: -3.1521 5.6725 6.9490
H: -3.3891 3.0072 3.8631
H: -5.3219 3.7798 2.5895
H: -5.0989 4.2094 0.1262
H: -2.8793 3.7968 -0.9118
F: -3.1802 -3.2889 -1.5541
C: -1.8466 -3.3935 -1.3276
C: -1.1972 -2.3465 -0.7410
C: 0.1860 -2.3790 -0.5762
C: 0.8656 -1.2499 0.0784
O: 0.1970 -0.4174 0.7058
C: 2.2958 -1.2354 -0.0783
C: 2.9114 -2.3313 -0.5759
N: 2.2789 -3.4720 -0.9815
C: 3.0516 -4.6072 -1.4200
C: 4.2652 -4.9882 -0.6368
C: 3.0421 -5.8535 -0.5806
C: 0.9008 -3.4853 -1.0525
C: 0.2047 -4.5832 -1.5740
C: -1.1721 -4.5589 -1.7156
N: -1.8449 -5.7140 -2.1844
C: -3.2851 -5.8753 -2.0502
C: -3.6071 -7.3697 -2.2421
N: -2.3688 -8.1449 -1.8996
C: -1.3213 -7.9430 -2.9603
C: -1.3269 -6.4493 -3.3229
C: 3.1649 -0.0146 0.2189
O: 4.2304 -0.2117 0.7972
O: 2.6910 1.0735 -0.2274
H: -1.7476 -1.4735 -0.4152
H: 3.9892 -2.3392 -0.6656
H: 3.0882 -4.7236 -2.4978
H: 4.5023 -4.4022 0.2401
H: 5.1265 -5.3356 -1.1881
H: 2.4610 -5.8303 0.3317
H: 3.0600 -6.8102 -1.0859
H: 0.7604 -5.4635 -1.8646
H: -3.8622 -5.2952 -2.7757
H: -3.5834 -5.5559 -1.0541
H: -3.8625 -7.6150 -3.2707
H: -4.4224 -7.6872 -1.5971
H: -2.5640 -9.1352 -1.7574
H: -1.9999 -7.7519 -1.0298
H: -1.5720 -8.5738 -3.8108
H: -0.3685 -8.2653 -2.5448
H: -1.9486 -6.2781 -4.2097
H: -0.3204 -6.1269 -3.5682
C: -0.5645 0.7399 -6.2429
C: 0.8129 0.8523 -5.6500
C: 1.9185 1.1284 -6.4485
C: 3.1766 1.2591 -5.8858
Cl: 4.5237 1.6726 -6.9027
C: 3.3740 1.0863 -4.5251
C: 2.2812 0.8089 -3.7196
C: 1.0188 0.7114 -4.2801
O: -0.0700 0.4475 -3.4579
C: -0.8708 1.5605 -3.0801
C: -0.1663 2.8982 -3.2355
O: -0.4332 3.7264 -4.0471
O: 0.8188 3.0082 -2.2875
H: -0.5080 0.4658 -7.2951
H: -1.0892 1.6961 -6.1734
H: -1.1567 -0.0060 -5.7132
H: 1.7937 1.2505 -7.5169
H: 4.3618 1.1801 -4.0947
H: 2.3964 0.7171 -2.6468
H: -1.1397 1.4288 -2.0348
H: -1.7730 1.5933 -3.6928

## Properties
* HOMO: -9.134 eV
* Kohn-Sham gap: 5.94 eV
* net charge: +1

Here are the Löwdin charges for atoms 1 to 99, given in e: number 1, Pb, carries 1.5342; number 2, N, carries 0.0920; number 3, C, carries -0.6256; number 4, S, carries 1.0563; number 5, N, carries 0.0324; number 6, N, carries -0.0814; number 7, C, carries -0.0466; number 8, C, carries -0.2528; number 9, C, carries 0.0045; number 10, C, carries -0.0285; number 11, C, carries -0.0167; number 12, C, carries -0.1298; number 13, N, carries 0.0139; number 14, H, carries 0.0852; number 15, H, carries 0.1065; number 16, H, carries 0.1390; number 17, H, carries 0.1176; number 18, H, carries 0.1144; number 19, H, carries 0.1170; number 20, H, carries 0.1235; number 21, C, carries -0.0484; number 22, C, carries -0.2680; number 23, C, carries -0.0326; number 24, C, carries -0.0559; number 25, C, carries -0.3164; number 26, C, carries -0.0557; number 27, C, carries -0.0300; number 28, S, carries 0.5717; number 29, O, carries -0.3205; number 30, O, carries -0.3140; number 31, N, carries -0.2254; number 32, C, carries -0.4145; number 33, C, carries -0.0078; number 34, C, carries -0.0663; number 35, C, carries -0.0848; number 36, C, carries -0.1555; number 37, N, carries -0.0024; number 38, H, carries 0.0746; number 39, H, carries 0.0800; number 40, H, carries 0.0869; number 41, H, carries 0.1122; number 42, H, carries 0.1165; number 43, H, carries 0.1169; number 44, H, carries 0.1169; number 45, H, carries 0.0917; number 46, H, carries 0.1097; number 47, H, carries 0.0979; number 48, H, carries 0.1019; number 49, F, carries 0.0556; number 50, C, carries -0.1897; number 51, C, carries 0.0909; number 52, C, carries -0.0435; number 53, C, carries -0.3075; number 54, O, carries -0.0936; number 55, C, carries -0.0260; number 56, C, carries 0.0449; number 57, N, carries 0.0032; number 58, C, carries -0.2691; number 59, C, carries -0.0778; number 60, C, carries -0.0979; number 61, C, carries -0.1179; number 62, C, carries 0.0591; number 63, C, carries -0.1382; number 64, N, carries -0.1045; number 65, C, carries -0.1291; number 66, C, carries -0.0720; number 67, N, carries 0.0540; number 68, C, carries -0.0700; number 69, C, carries -0.1231; number 70, C, carries -0.6669; number 71, O, carries 0.0315; number 72, O, carries -0.1773; number 73, H, carries 0.1441; number 74, H, carries 0.1495; number 75, H, carries 0.1543; number 76, H, carries 0.1145; number 77, H, carries 0.1115; number 78, H, carries 0.1130; number 79, H, carries 0.0997; number 80, H, carries 0.1043; number 81, H, carries 0.1361; number 82, H, carries 0.1357; number 83, H, carries 0.1359; number 84, H, carries 0.1382; number 85, H, carries 0.1867; number 86, H, carries 0.1857; number 87, H, carries 0.1367; number 88, H, carries 0.1347; number 89, H, carries 0.1371; number 90, H, carries 0.1273; number 91, C, carries -0.0192; number 92, C, carries -0.1906; number 93, C, carries -0.0590; number 94, C, carries -0.6598; number 95, Cl, carries 0.6684; number 96, C, carries -0.0880; number 97, C, carries 0.0033; number 98, C, carries -0.2517; number 99, O, carries -0.0473

***

ii | C45H44ClFN9O8PbS2 as an isolated structure. Source: the OMol25 dataset; level of theory: wB97M-V/def2-TZVPD.

CARTESIAN COORDINATES (ANGSTROEM)
Pb: -0.1199 -0.0244 -0.2359
N: 4.3899 -0.4471 0.8846
C: 3.1495 0.0761 0.6836
S: 2.4934 -0.0006 -0.8973
N: 2.5789 0.5843 1.7418
N: 1.3103 0.9706 1.6622
C: 0.8029 1.7608 2.5099
C: -0.6099 2.1112 2.4444
C: -1.1330 3.0756 3.2918
C: -2.4572 3.4461 3.1341
C: -3.2113 2.8376 2.1449
C: -2.6102 1.8669 1.3592
N: -1.3430 1.5098 1.5184
H: 4.9676 -0.5686 0.0699
H: 4.8476 -0.1747 1.7408
H: 1.4197 2.2290 3.2737
H: -0.5012 3.5446 4.0341
H: -2.8903 4.2095 3.7667
H: -4.2424 3.1146 1.9762
H: -3.1506 1.3500 0.5769
C: -3.6953 7.2739 -4.4445
C: -2.8838 6.3026 -3.6305
C: -3.4420 5.6626 -2.5233
C: -2.6967 4.7726 -1.7703
C: -1.3793 4.5198 -2.1327
C: -0.7961 5.1555 -3.2152
C: -1.5537 6.0495 -3.9570
S: -0.4748 3.3191 -1.2018
O: -0.5259 3.7209 0.1758
O: 0.8222 3.1459 -1.8043
N: -1.3623 1.9557 -1.3692
C: -1.3081 1.3234 -2.5904
C: -1.8915 1.7864 -3.7760
C: -1.7492 1.0328 -4.9227
C: -1.0541 -0.1748 -4.8946
C: -0.5468 -0.5968 -3.6861
N: -0.6895 0.1468 -2.5866
H: -4.7631 7.1027 -4.3174
H: -3.4512 7.2022 -5.5038
H: -3.4800 8.2967 -4.1271
H: -4.4713 5.8663 -2.2533
H: -3.1111 4.2623 -0.9095
H: 0.2362 4.9399 -3.4585
H: -1.1074 6.5611 -4.8013
H: -2.4408 2.7163 -3.7656
H: -2.1859 1.3854 -5.8486
H: -0.9161 -0.7687 -5.7855
H: -0.0158 -1.5320 -3.5562
F: 3.0303 -2.0280 5.7164
C: 3.0754 -2.7889 4.5926
C: 2.3595 -2.3697 3.5085
C: 2.4301 -3.0634 2.3041
C: 1.6169 -2.5988 1.1684
O: 0.8300 -1.6693 1.3513
C: 1.8434 -3.3007 -0.0600
C: 2.7049 -4.3449 -0.0810
N: 3.4063 -4.8085 0.9888
C: 4.2637 -5.9576 0.8344
C: 5.1487 -6.0431 -0.3657
C: 5.7495 -5.7936 0.9845
C: 3.2664 -4.1792 2.2134
C: 3.9228 -4.6389 3.3594
C: 3.8420 -3.9620 4.5665
N: 4.4654 -4.5113 5.7161
C: 4.2549 -3.9248 7.0366
C: 4.7829 -4.9146 8.0901
N: 4.7277 -6.2808 7.4823
C: 5.7832 -6.4106 6.4237
C: 5.7880 -5.1048 5.6122
C: 1.1596 -2.9474 -1.3736
O: 1.5812 -3.5087 -2.3781
O: 0.1888 -2.1210 -1.3185
H: 1.7299 -1.4912 3.5672
H: 2.8533 -4.8643 -1.0179
H: 3.8231 -6.8801 1.1970
H: 5.1352 -5.2144 -1.0602
H: 5.2840 -7.0053 -0.8376
H: 6.1234 -4.7961 1.1761
H: 6.3102 -6.5837 1.4664
H: 4.4862 -5.5584 3.2948
H: 3.1897 -3.7652 7.1828
H: 4.7609 -2.9641 7.1667
H: 4.1741 -4.8816 8.9899
H: 5.8154 -4.7139 8.3679
H: 3.8187 -6.3610 7.0195
H: 4.8136 -7.0182 8.1799
H: 5.5349 -7.2688 5.8027
H: 6.7455 -6.5849 6.9010
H: 6.0371 -5.3163 4.5786
H: 6.5502 -4.4163 5.9979
C: -6.7998 -2.1051 0.2393
C: -6.1910 -3.1785 1.0968
C: -6.7416 -4.4449 1.1881
C: -6.1547 -5.4156 1.9886
Cl: -6.8789 -6.9934 2.0976
C: -4.9997 -5.1418 2.6890
C: -4.4309 -3.8761 2.6063
C: -5.0315 -2.8964 1.8298
O: -4.5754 -1.6178 1.7289
C: -3.5051 -1.2117 2.5447
C: -2.0867 -1.5224 1.9444
O: -1.3358 -2.1485 2.6683
O: -1.9684 -1.0129 0.7627
H: -7.7003 -2.4638 -0.2559
H: -6.0832 -1.7762 -0.5151
H: -7.0486 -1.2310 0.8432
H: -7.6393 -4.6811 0.6309
H: -4.5395 -5.9100 3.2952
H: -3.5061 -3.6748 3.1301
H: -3.5245 -1.6580 3.5374
H: -3.5575 -0.1251 2.6069

## Properties
* HOMO: -9.059 eV
* Kohn-Sham gap: 5.10 eV
* net charge: +1

Here are the Löwdin charges for atoms 1 to 99, given in e: number 1, Pb, carries 1.4752; number 2, N, carries 0.0907; number 3, C, carries -0.8511; number 4, S, carries 0.7795; number 5, N, carries 0.0099; number 6, N, carries -0.0736; number 7, C, carries -0.0424; number 8, C, carries -0.2776; number 9, C, carries -0.0021; number 10, C, carries -0.0342; number 11, C, carries -0.0325; number 12, C, carries -0.1477; number 13, N, carries 0.0346; number 14, H, carries 0.0866; number 15, H, carries 0.1021; number 16, H, carries 0.1390; number 17, H, carries 0.1187; number 18, H, carries 0.1150; number 19, H, carries 0.1143; number 20, H, carries 0.1209; number 21, C, carries -0.0457; number 22, C, carries -0.2646; number 23, C, carries -0.0293; number 24, C, carries -0.0558; number 25, C, carries -0.3046; number 26, C, carries -0.0457; number 27, C, carries -0.0279; number 28, S, carries 0.5794; number 29, O, carries -0.2794; number 30, O, carries -0.3046; number 31, N, carries -0.1371; number 32, C, carries -0.4287; number 33, C, carries 0.0120; number 34, C, carries -0.0365; number 35, C, carries -0.0370; number 36, C, carries -0.0705; number 37, N, carries 0.0355; number 38, H, carries 0.0773; number 39, H, carries 0.0806; number 40, H, carries 0.0886; number 41, H, carries 0.1154; number 42, H, carries 0.1110; number 43, H, carries 0.1166; number 44, H, carries 0.1182; number 45, H, carries 0.1108; number 46, H, carries 0.1156; number 47, H, carries 0.1108; number 48, H, carries 0.1152; number 49, F, carries 0.0508; number 50, C, carries -0.1834; number 51, C, carries 0.0948; number 52, C, carries -0.0366; number 53, C, carries -0.2990; number 54, O, carries -0.0928; number 55, C, carries -0.0275; number 56, C, carries 0.0532; number 57, N, carries 0.0120; number 58, C, carries -0.2635; number 59, C, carries -0.0776; number 60, C, carries -0.1009; number 61, C, carries -0.1161; number 62, C, carries 0.0536; number 63, C, carries -0.1331; number 64, N, carries -0.0989; number 65, C, carries -0.1294; number 66, C, carries -0.0757; number 67, N, carries 0.0569; number 68, C, carries -0.0715; number 69, C, carries -0.1240; number 70, C, carries -0.6401; number 71, O, carries 0.0385; number 72, O, carries -0.1680; number 73, H, carries 0.1392; number 74, H, carries 0.1461; number 75, H, carries 0.1547; number 76, H, carries 0.1146; number 77, H, carries 0.1119; number 78, H, carries 0.1119; number 79, H, carries 0.1013; number 80, H, carries 0.1035; number 81, H, carries 0.1344; number 82, H, carries 0.1378; number 83, H, carries 0.1392; number 84, H, carries 0.1361; number 85, H, carries 0.1870; number 86, H, carries 0.1876; number 87, H, carries 0.1369; number 88, H, carries 0.1374; number 89, H, carries 0.1195; number 90, H, carries 0.1375; number 91, C, carries -0.0290; number 92, C, carries -0.1931; number 93, C, carries -0.0658; number 94, C, carries -0.6758; number 95, Cl, carries 0.6461; number 96, C, carries -0.1068; number 97, C, carries 0.0015; number 98, C, carries -0.2229; number 99, O, carries -0.0237

***

Of them, i has the highest stability.